Entry from the Open Molecules 2025 dataset: one molecule with the formula C8H15N (the ωB97M-V functional and the def2-TZVPD basis).

## Properties
**E**: -368.42671 Eh
**Orbital gap (spin up / spin down)**: 6.140 / 5.251 eV
**Energy relative to the best compared isomer or geometry (same formula, charge and spin)**: 91.6 kcal/mol
**SMILES**: C/C=C(C)/C(C)=C(\C)N
**Highest occupied orbital energy (spin up / spin down)**: -5.44 / -5.06 eV

Last column: Löwdin charge in e.
Element x y z (Å)
C (0.92616, 2.71252, 0.01882)  -0.14
C (0.31632, 1.39532, -0.36161)  -0.18
C (0.92238, 0.15616, -0.22470)  -0.27
C (2.38791, 0.00166, 0.09179)  -0.04
C (-0.01178, -0.92908, -0.14178)  -0.31
C (0.34640, -2.31938, 0.31626)  -0.07
C (-1.33756, -0.54638, -0.28042)  -0.33
C (-2.19641, -0.34502, 0.94724)  -0.02
N (-2.01084, -0.52305, -1.49012)  0.17
H (0.16299, 3.49695, -0.02610)  0.06
H (1.31997, 2.68607, 1.03889)  0.06
H (1.72316, 3.00715, -0.67181)  0.06
H (-0.51041, 1.54110, -1.05109)  0.08
H (2.99357, 0.02944, -0.81850)  0.09
H (2.61447, -0.92354, 0.62658)  0.06
H (2.73938, 0.79934, 0.75518)  0.07
H (0.88397, -2.84788, -0.48164)  0.08
H (0.98847, -2.31287, 1.19950)  0.06
H (-0.53476, -2.92164, 0.56224)  0.07
H (-2.82035, 0.54885, 0.82735)  0.09
H (-2.86962, -1.19295, 1.10143)  0.08
H (-1.56664, -0.20938, 1.83013)  0.09
H (-3.02086, -0.56274, -1.46373)  0.11
H (-1.44590, -0.74064, -2.30388)  0.12

=====

Entry from the Open Molecules 2025 dataset: a 2-piece molecular cluster, C8H15N2 overall (the ωB97M-V functional and the def2-TZVPD basis).

## Properties
**E**: -422.88244 Eh
**Orbital gap**: 9.643 eV
**Net charge**: +1
**Energy relative to the best compared isomer or geometry (same formula, charge and spin)**: 133.0 kcal/mol
**Highest occupied orbital energy**: -12.29 eV

Last column: Löwdin charge in e.
Element x y z (Å)
C (-1.73178, -0.90383, 0.04092)  -0.09
C (1.50704, -1.45938, -0.10160)  -0.08
C (2.26160, -0.17620, 0.40807)  -0.09
C (1.11970, 0.39904, -1.59226)  0.00
C (0.39137, -0.39573, -0.56299)  -0.12
C (-1.53345, -2.28330, 0.22439)  -0.03
C (-2.92172, 1.26365, 0.32192)  -0.06
C (1.20193, 2.07004, 0.39765)  0.01
N (-2.63498, -0.11861, 0.20967)  0.08
N (1.24252, 0.74207, -0.13000)  -0.23
H (2.03016, -2.04684, -0.88741)  0.12
H (1.23103, -2.19862, 0.65788)  0.10
H (2.14178, -0.25506, 1.55402)  0.16
H (3.25234, 0.19534, 0.16232)  0.13
H (1.77657, -0.19630, -2.18748)  0.13
H (0.46246, 1.05193, -2.13471)  0.12
H (-0.71174, -2.51252, -0.27785)  0.01
H (-2.25320, -2.86300, -0.26073)  0.10
H (-1.44108, -2.43169, 1.30486)  0.14
H (-2.64195, 1.75755, -0.57264)  0.08
H (-2.49231, 1.72418, 1.21345)  0.10
H (-3.98252, 1.32158, 0.57587)  0.09
H (0.32316, 2.67319, 0.09277)  0.12
H (1.26629, 2.01124, 1.42428)  0.07
H (2.13679, 2.63127, 0.11962)  0.14

=====

Entry from the Open Molecules 2025 dataset: an isolated ion of composition C8H15N2 and charge +1 (the ωB97M-V functional and the def2-TZVPD basis).

## Properties
**E**: -423.00824 Eh
**Orbital gap**: 11.274 eV
**Net charge**: +1
**Energy relative to the best compared isomer or geometry (same formula, charge and spin)**: 54.0 kcal/mol
**SMILES**: CCC[C@H](C)[n+]1ccc[nH]1
**Highest occupied orbital energy**: -14.60 eV

Last column: Löwdin charge in e.
Element x y z (Å)
C (-0.93170, -0.47407, -2.61956)  -0.05
C (0.40486, -0.76843, -1.98350)  -0.20
C (0.93462, 0.27109, -0.99735)  -0.20
C (-0.05501, 0.97407, -0.08140)  -0.26
C (0.74197, 2.10522, 0.55955)  -0.06
N (-0.31407, -0.11360, 1.01898)  -0.07
C (-1.46972, -0.45516, 1.52891)  0.02
C (-1.16311, -1.25768, 2.63403)  0.02
C (0.20415, -1.40010, 2.64186)  0.00
N (0.70629, -0.70621, 1.60747)  0.12
H (-1.69136, -0.74783, -2.02674)  0.05
H (-1.00592, -0.93789, -3.50165)  0.06
H (-0.96392, 0.50912, -2.77406)  0.05
H (0.37823, -1.68265, -1.36735)  0.12
H (1.05049, -0.92065, -2.75970)  0.08
H (1.32059, 1.25250, -1.54839)  0.17
H (1.77639, 0.05877, -0.45351)  0.06
H (-0.98203, 1.44007, -0.53890)  0.18
H (1.90270, 1.82285, 0.60964)  0.14
H (0.33362, 2.29423, 1.52711)  0.07
H (0.55174, 3.09600, -0.01799)  0.13
H (-2.35549, -0.01016, 1.02173)  0.17
H (-1.92091, -1.61170, 3.22754)  0.09
H (0.97164, -1.89145, 3.17669)  0.13
H (1.57597, -0.84632, 1.11659)  0.18

=====

Entry from the Open Molecules 2025 dataset: C8H15N2O2Pd as an isolated structure (the ωB97M-V functional and the def2-TZVPD basis).

## Properties
**E**: -701.61852 Eh
**Orbital gap (spin up / spin down)**: 4.137 / 7.254 eV
**Net charge**: -1
**<S²>**: 2.01
**Energy relative to the best compared isomer or geometry (same formula, charge and spin)**: 15.5 kcal/mol
**Multiplicity**: 3
**Highest occupied orbital energy (spin up / spin down)**: -0.76 / -3.91 eV

Last column: Löwdin charge in e.
Element x y z (Å)
C (-2.01017, -2.64234, -0.58720)  -0.45
Pd (-2.11601, -0.77625, -0.71073)  0.55
N (-1.61967, 1.18545, -1.45182)  -0.06
N (-3.28483, -0.82516, -2.55127)  -0.07
H (-0.64393, 1.18879, -1.85217)  0.04
H (-3.65392, -0.60568, -0.02697)  -0.07
H (-1.94230, -2.76215, 0.49590)  -0.06
H (-1.32814, -3.15782, -1.31916)  -0.03
H (-3.08246, -3.02004, -0.63183)  -0.06
H (-2.70214, -0.64640, -3.37277)  0.03
H (-4.07724, -0.16353, -2.56437)  0.03
H (-3.65366, -1.77277, -2.61503)  0.02
H (-2.09099, 1.69313, -2.20846)  0.03
H (-1.47730, 1.93535, -0.80637)  0.02
O (0.97829, -0.01373, -1.34426)  -0.13
C (0.72636, -0.03765, -0.04854)  -0.57
O (-0.39933, -0.24558, 0.51469)  -0.17
C (1.81917, 0.33087, 0.89879)  -0.14
C (1.51926, 0.56009, 2.25096)  -0.03
C (2.46591, 1.11422, 3.10878)  -0.10
C (3.75578, 1.43379, 2.64825)  -0.11
C (4.06586, 1.17818, 1.30661)  -0.11
C (3.11154, 0.63312, 0.44578)  -0.03
H (0.50248, 0.34137, 2.61398)  0.12
H (2.22499, 1.31454, 4.15138)  0.09
H (4.50954, 1.86284, 3.31852)  0.09
H (5.05227, 1.41531, 0.93788)  0.08
H (3.35062, 0.48204, -0.60057)  0.10